29
Properties=species:S:1:pos:R:3:forces:R:3 method="wB97M-V/def2-TZVPD" gap_ev=10.091 smiles="CC1=N[N+](C(C)C)=C(N)OC(=O)N1C" total_charge=+1 energy_ev=-18585.6431 e_above_lowest_kj_mol=286.21 e_homo_ev=-13.115 max_force_ev_per_a=4.8
C 1.3149 -0.6946 -0.4700 1.277 0.551 0.792
C 1.5176 1.4720 0.1970 2.867 1.163 -1.484
C -0.3774 1.7180 -0.6014 -3.889 1.958 -2.029
C 1.9276 -1.9777 -0.7674 1.546 0.444 -4.264
C -1.6239 -0.9665 1.4662 -3.666 -2.261 -2.099
C -3.0519 -0.4258 -0.6074 0.585 1.057 -0.323
C 3.3730 -0.0448 0.6042 1.649 1.884 0.790
C -1.9994 0.0491 0.3953 -0.144 0.536 1.022
N 0.0730 -0.5799 -0.4821 -0.957 -2.387 -1.647
N 2.1474 0.3319 -0.0894 0.176 -2.291 -0.350
N -1.4416 2.5822 -0.7854 2.406 -0.379 0.116
N -0.6772 0.4810 -0.2300 -1.098 1.392 0.832
O 1.7365 2.1643 1.0922 -0.069 2.126 2.786
O 0.8384 2.0387 -0.9649 -0.997 -1.045 0.811
H 2.5133 -2.5133 -0.0962 0.568 -0.509 1.864
H 2.7634 -1.7553 -1.6258 -2.197 -0.652 1.591
H 1.1369 -2.6015 -1.1281 -0.133 -0.553 -0.491
H -0.9918 -1.7254 1.0674 0.830 -0.259 -0.131
H -1.3811 -0.6749 2.4166 1.007 1.315 2.081
H -2.5694 -1.5852 1.5985 0.826 0.795 0.116
H -3.1125 0.2400 -1.4552 -0.217 0.407 -0.210
H -4.0211 -0.5918 -0.2133 -1.083 1.026 1.214
H -3.0278 -1.3778 -1.0249 1.659 -1.988 -0.794
H 4.2306 0.4021 0.0735 -0.306 -0.446 -0.023
H 3.4095 0.4385 1.5778 -0.294 0.076 0.118
H 3.5623 -1.0855 0.8077 -0.498 -0.224 -0.466
H -2.4316 0.9435 0.9048 0.580 -0.491 -0.337
H -2.3008 2.1852 -0.5668 -1.670 -0.693 0.255
H -1.5370 3.5532 -1.0927 1.242 -0.553 0.262